P | Molecular formula: C22H26N2O3
Method: DFT, wB97M-V/def2-TZVPD

Last column: Mulliken charge in e.
Geometry (Å):
C 1.2820 -5.6111 3.8831  -0.680
O 1.0127 -4.3326 3.3291  -0.291
C 0.9722 -3.3155 4.2039  0.444
O 1.1658 -3.4567 5.3863  -0.616
C 0.6717 -2.0159 3.5547  0.182
C 0.6042 -0.8781 4.3562  -0.582
C 0.3112 0.3489 3.7922  -0.812
C 0.0914 0.4493 2.4283  -0.617
C 0.1795 -0.6775 1.6181  0.199
C -0.1360 -0.5498 0.1562  0.522
O -1.2599 -0.2691 -0.2151  -0.625
N 0.8839 -0.7841 -0.7034  0.104
C 2.2713 -0.9508 -0.3406  -0.642
C 3.0722 0.2943 -0.7306  -0.712
C 2.8842 0.6056 -2.2151  -1.240
C 1.4009 0.6902 -2.5960  -0.271
N 0.8204 1.8908 -2.0453  -0.057
C -0.4685 2.3055 -2.3558  1.113
C -1.1356 3.1433 -1.4640  -0.859
C -2.3863 3.6371 -1.7680  -1.282
C -3.0209 3.3180 -2.9598  1.078
C -4.3850 3.8590 -3.2656  -1.506
C -2.3616 2.4797 -3.8609  0.631
C -3.0102 2.1040 -5.1594  -1.770
C -1.1034 1.9869 -3.5535  -0.312
C 0.6735 -0.5856 -2.1205  -1.189
C 0.4575 -1.9142 2.1839  0.077
H 1.2731 -6.3112 3.0517  0.226
H 2.2556 -5.6131 4.3779  0.300
H 0.5171 -5.8756 4.6161  0.300
H 0.7759 -0.9827 5.4166  0.489
H 0.2471 1.2289 4.4142  0.420
H -0.1584 1.4012 1.9832  0.549
H 2.3584 -1.1358 0.7302  0.404
H 2.6639 -1.8217 -0.8795  0.301
H 4.1290 0.1274 -0.5178  0.402
H 2.7425 1.1378 -0.1205  0.264
H 3.3724 1.5487 -2.4641  0.500
H 3.3494 -0.1849 -2.8076  0.424
H 1.3242 0.7494 -3.6867  0.287
H 1.0266 2.0136 -1.0633  0.189
H -0.6654 3.4038 -0.5254  0.370
H -2.8858 4.2810 -1.0575  0.292
H -4.3711 4.4511 -4.1807  0.332
H -5.0989 3.0478 -3.4070  0.319
H -4.7376 4.4892 -2.4530  0.374
H -2.3626 1.4547 -5.7435  0.377
H -3.9506 1.5837 -4.9799  0.330
H -3.2319 2.9932 -5.7490  0.347
H -0.6170 1.3405 -4.2690  0.203
H -0.4014 -0.4843 -2.2851  0.708
H 1.0493 -1.4578 -2.6656  0.454
H 0.4992 -2.7990 1.5673  0.554


Q | Molecular formula: C22H26N2O3
Method: DFT, wB97M-V/def2-TZVPD

Last column: Mulliken charge in e.
Geometry (Å):
C -4.4017 -1.7773 0.9239  -1.615
C -2.9571 -1.7579 0.5261  1.198
C -1.9662 -2.0393 1.4565  -1.142
C -0.6243 -2.0253 1.1237  -0.977
C -0.2508 -1.7291 -0.1809  0.181
N 1.0795 -1.7328 -0.6167  0.053
C 2.2177 -1.8948 0.1093  0.914
O 2.2523 -2.0857 1.3068  -0.645
C 3.4990 -1.8351 -0.7333  -1.405
N 4.2382 -0.5864 -0.6529  0.142
C 4.6251 -0.2083 0.7020  -0.848
C 3.8949 1.0298 1.2708  -1.287
C 2.5298 1.2046 0.6830  1.276
C 1.4174 1.5597 1.4203  -0.986
C 0.1844 1.7717 0.8122  0.390
C 0.0752 1.6409 -0.5778  0.306
C 1.1881 1.2388 -1.3082  -0.902
C 2.4046 1.0184 -0.6922  1.198
C 3.6340 0.5124 -1.3915  -1.748
O -1.0706 1.8906 -1.3019  -0.423
C -1.8655 2.9605 -0.8339  -0.698
C -2.8410 2.5472 0.2711  -0.506
C -2.1296 1.6425 1.2808  -0.155
O -0.8505 2.1187 1.6472  -0.539
C -1.2373 -1.4394 -1.1200  -0.237
C -2.5804 -1.4445 -0.7846  1.302
C -3.6130 -1.1179 -1.8196  -2.083
H -4.9622 -2.4773 0.3052  0.357
H -4.5083 -2.0728 1.9643  0.414
H -4.8503 -0.7915 0.7982  0.291
H -2.2489 -2.2742 2.4726  0.305
H 0.1278 -2.2406 1.8624  0.536
H 1.1880 -1.5170 -1.5979  0.265
H 4.1630 -2.6234 -0.3643  0.421
H 3.2832 -2.0325 -1.7865  0.416
H 4.4431 -1.0568 1.3609  0.361
H 5.7038 -0.0078 0.6938  0.356
H 4.4777 1.9243 1.0266  0.395
H 3.8384 0.9543 2.3561  0.336
H 1.4762 1.6794 2.4907  0.445
H 1.0776 1.1296 -2.3774  0.439
H 3.4139 0.1800 -2.4089  0.389
H 4.3887 1.3054 -1.4512  0.372
H -2.4142 3.3235 -1.7079  0.406
H -1.2173 3.7678 -0.4692  0.361
H -3.2157 3.4488 0.7566  0.374
H -3.6832 1.9973 -0.1494  0.324
H -2.7007 1.5920 2.2119  0.403
H -2.0399 0.6313 0.8703  -0.108
H -0.9480 -1.1957 -2.1332  0.242
H -4.2532 -1.9800 -2.0067  0.405
H -4.2499 -0.3008 -1.4836  0.347
H -3.1414 -0.8254 -2.7538  0.385


Of them, the most stable is P and the least stable is Q.


P | Molecular formula: C7H13N
Method: DFT, wB97M-V/def2-TZVPD

Last column: Mulliken charge in e.
Geometry (Å):
C -2.6536 -0.9248 -3.1239  -0.708
C -1.5150 -0.2606 -2.7971  -0.384
C -0.7167 -0.6154 -1.5953  -0.481
C -0.8001 -0.0016 -0.4168  -0.099
C -0.0223 -0.6343 0.7311  -0.154
C 0.3556 0.3766 1.7870  -0.870
C 1.6594 1.1615 1.7687  -0.411
N 2.8179 0.3069 1.6300  -0.527
H -3.0043 -1.7721 -2.7688  0.374
H -3.3222 -0.5770 -3.9724  0.200
H -1.2838 0.6977 -3.3312  0.246
H -0.0357 -1.3692 -1.7778  0.436
H -1.5818 0.8257 -0.1877  0.200
H 0.9115 -1.1694 0.4199  0.300
H -0.6648 -1.3851 1.3124  0.231
H -0.4147 1.1476 1.8741  0.308
H 0.3434 -0.1313 2.8343  0.347
H 1.6696 2.0878 1.0741  0.353
H 1.5713 1.6792 2.7707  0.232
H 3.6386 0.7371 1.2463  0.194
H 3.0476 -0.1793 2.5225  0.212


Q | Molecular formula: C7H13N
Method: DFT, wB97M-V/def2-TZVPD

Last column: Mulliken charge in e.
Geometry (Å):
C 2.8484 0.5378 0.0635  -1.381
C 1.3851 0.2265 -0.1645  1.087
C 1.0691 -1.0919 -0.7857  -1.122
C 0.6369 1.3400 -0.0174  -0.629
N -0.7239 1.2154 -0.2505  -0.476
C -1.4193 0.2800 0.1539  0.707
C -1.3377 -0.7010 1.2404  -1.046
C -2.8424 0.3502 -0.5501  -1.154
H 3.2778 -0.2640 0.7146  0.309
H 3.0273 1.4922 0.5584  0.365
H 3.4686 0.5479 -0.8884  0.260
H 1.1218 -1.8951 0.0407  0.222
H 1.9553 -1.3445 -1.4503  0.381
H 0.0679 -1.0353 -1.3137  0.323
H 0.9247 2.2822 0.3794  0.323
H -1.2776 -1.7473 0.7024  0.228
H -2.3528 -0.7999 1.8470  0.342
H -0.5102 -0.5168 1.9716  0.302
H -2.5998 0.8710 -1.5775  0.306
H -3.3543 0.9425 0.1276  0.365
H -3.3649 -0.6899 -0.8015  0.288


R | Molecular formula: C7H13N
Method: DFT, wB97M-V/def2-TZVPD

Last column: Mulliken charge in e.
Geometry (Å):
C -2.0800 -0.8426 -1.4086  -0.634
C -1.6583 -0.0924 -0.3705  -0.754
C -0.3167 -0.0325 0.2813  0.656
C -0.3854 -0.3810 1.7604  -0.902
N -0.8904 0.8362 2.5105  -0.636
C 0.7564 0.0832 -0.4913  0.985
C 0.7542 0.5107 -1.9546  -1.543
C 2.2620 0.0492 -0.0636  -1.333
H -1.3079 -1.4037 -1.9929  0.260
H -3.1961 -0.8769 -1.6850  0.236
H -2.5155 0.2414 0.2697  0.314
H 0.5594 -0.8628 2.1150  0.391
H -1.1067 -1.2194 1.9421  0.384
H -0.9125 0.5178 3.4358  0.247
H -0.0028 1.4330 2.4745  0.251
H -0.2603 0.8127 -2.3011  0.373
H 1.0384 -0.3764 -2.5374  0.331
H 1.4656 1.3531 -2.1619  0.393
H 2.2995 -0.1204 1.0199  0.299
H 2.6609 1.0694 -0.2196  0.336
H 2.8364 -0.6987 -0.6227  0.346


S | Molecular formula: C7H13N
Method: DFT, wB97M-V/def2-TZVPD

Last column: Mulliken charge in e.
Geometry (Å):
C -0.4258 -1.3759 -0.7233  -1.117
C 0.2026 -0.8876 0.5684  -0.506
C 0.5908 0.5810 0.5626  0.973
C 1.8464 0.9340 0.8102  -0.999
N 2.9111 0.2756 0.1697  -0.224
C -0.5857 1.5426 0.2501  -0.405
C -1.8606 1.1832 0.2863  0.028
C -2.5871 0.0020 0.6542  -0.883
H 0.3479 -1.6263 -1.5060  0.287
H -1.0610 -2.2463 -0.5461  0.318
H -1.0125 -0.5446 -1.0948  0.348
H -0.4371 -1.0578 1.4438  0.249
H 1.1449 -1.4816 0.7609  0.309
H 1.8055 0.2182 -2.2149  0.183
H 3.7724 0.7336 0.3940  0.314
H 2.9615 -0.7220 0.3330  0.210
H 1.2835 0.6171 -1.9035  -0.193
H -0.2761 2.5817 0.0466  0.310
H -2.6400 1.9242 -0.0471  0.226
H -3.6063 -0.1266 0.2106  0.247
H -2.3744 -0.5246 1.5451  0.324


Of them, the most stable is R and the least stable is S.


P | Molecular formula: C7H13N
Method: DFT, wB97M-V/def2-TZVPD

Last column: Mulliken charge in e.
Geometry (Å):
C 1.6688 1.1192 -0.9943  -1.190
C 1.5548 0.2878 0.2614  -0.148
C 0.7827 0.6691 1.4060  -0.646
C -0.5146 0.4231 1.0242  0.074
N -1.6824 1.0603 1.3915  -0.502
C -0.4127 -0.4987 -0.0930  1.116
C -0.0849 -1.9603 0.1451  -1.436
C -1.3045 -0.2895 -1.2922  -1.676
H 2.5332 1.7929 -0.9187  0.389
H 1.8299 0.4974 -1.8810  0.286
H 0.7787 1.7269 -1.1602  0.267
H 2.4684 -0.2917 0.4391  0.420
H 1.1626 0.9559 2.3833  0.380
H -1.6096 1.7829 2.0917  0.226
H -2.5264 0.5085 1.4461  0.209
H 0.4355 -2.3966 -0.7130  0.308
H -1.0113 -2.5390 0.2753  0.393
H 0.5313 -2.1014 1.0321  0.370
H -2.2153 -0.9023 -1.2422  0.437
H -1.6077 0.7526 -1.3999  0.363
H -0.7764 -0.5972 -2.2013  0.361


Q | Molecular formula: C7H13N
Method: DFT, wB97M-V/def2-TZVPD

Last column: Mulliken charge in e.
Geometry (Å):
C 3.8405 -1.5098 1.1231  -1.112
C 2.8026 -0.4985 1.0311  0.175
C 1.6279 -0.7335 0.4527  -0.336
C 0.5675 0.3270 0.5047  -0.404
C -0.6481 0.0653 -0.0491  -0.194
C -1.7000 1.1533 -0.1241  -0.493
C -2.5318 1.1319 -1.3630  -0.430
N -3.6327 0.1795 -1.1941  -0.667
H 3.6988 -2.3359 0.5838  0.432
H 4.0138 -2.0276 2.1424  0.239
H 4.9445 -0.9540 0.8889  0.206
H 3.1149 0.5756 1.1720  0.235
H 1.2670 -1.8256 0.1912  0.142
H 0.9668 1.2644 0.4452  0.232
H -0.9115 -0.8559 -0.5610  0.314
H -1.0687 2.0948 -0.1135  0.256
H -2.3798 0.9896 0.8565  0.272
H -1.8770 0.8445 -2.2059  0.342
H -2.8842 2.1395 -1.6374  0.326
H -3.9283 -0.1510 -2.1258  0.240
H -3.2786 -0.6286 -0.7299  0.224


Of them, the most stable is P and the least stable is Q.